(1)
This record from OMol25 describes a structure of composition C46H48N3RuSb. The level of theory is the ωB97M-V functional and the def2-TZVPD basis.

Geometry as XYZ:
```
99
Properties=species:S:1:pos:R:3:mulliken_spin:R:1
Ru 1.70002 -0.61447 -0.98823 3.14
N 1.93430 -3.09469 2.78413 0.04
N 0.16146 -2.55276 -3.14410 0.04
C 1.87952 1.96977 -1.63430 0.10
C 2.95003 1.03047 -1.30415 0.13
C 2.84869 0.79237 0.13286 0.03
C 3.90361 0.28565 1.03595 0.84
H 4.74098 -0.16463 0.52213 -0.04
H 3.28333 -0.88657 1.75699 0.02
H 4.20396 0.97156 1.82940 -0.03
C 1.68892 1.49650 0.59875 0.18
C 1.36360 1.61307 2.03212 0.00
H 2.14628 2.11133 2.63022 0.02
H 1.25956 0.60121 2.43428 -0.02
H 0.41993 2.14473 2.20214 0.02
C 1.06995 2.15597 -0.48956 0.14
C -0.16488 2.98490 -0.36984 -0.02
H -0.94762 2.44382 0.18875 0.01
H -0.57434 3.24682 -1.35475 0.00
H 0.04365 3.92111 0.17167 0.01
C 4.22286 0.86903 -2.05678 0.03
H 4.97056 1.62853 -1.77347 0.00
H 4.04714 0.96237 -3.13229 0.02
H 4.64762 -0.11951 -1.85572 -0.01
C 1.87100 2.82360 -2.83853 -0.02
H 0.84405 3.07170 -3.13654 0.01
H 2.34975 2.30694 -3.68013 0.00
H 2.40882 3.77126 -2.66178 0.02
C 1.10473 -4.05867 3.16914 -0.01
H 1.28302 -4.51478 4.13903 0.00
C 0.02898 -4.51410 2.40043 0.04
H -0.59166 -5.32600 2.76423 0.00
C -0.22245 -3.88240 1.18658 0.01
H -1.09943 -4.14139 0.58949 0.00
C 0.62196 -2.86567 0.77042 0.05
H 0.47503 -2.27547 -0.17005 -0.14
C 1.72692 -2.51868 1.56786 -0.09
C 2.62484 -1.49708 1.08184 0.60
H 3.20870 -1.87256 0.21536 -0.07
C 0.77900 -1.37141 -2.88150 -0.06
C 0.60865 -3.04352 -4.35236 0.01
H 0.40918 -4.05743 -4.71611 0.00
C 1.31624 -2.05388 -4.98417 0.02
H 1.75767 -2.07472 -5.96375 0.00
N 1.24777 -0.91180 -4.17089 0.04
C 1.04227 0.36712 -4.72119 -0.03
C 1.96566 0.78173 -5.70538 -0.01
C 1.63254 1.84511 -6.54600 0.01
H 2.31851 2.12829 -7.35347 0.00
C 0.45340 2.57489 -6.36450 0.00
C 0.13368 3.71170 -7.29249 0.00
H -0.44849 4.48495 -6.77944 0.00
H -0.45198 3.36359 -8.15565 0.00
H 1.06126 4.15351 -7.67330 0.00
C -0.43390 2.18569 -5.35562 0.01
H -1.35506 2.76671 -5.22234 0.00
C -0.17023 1.08325 -4.52976 -0.02
C -1.17402 0.73685 -3.47426 -0.01
H -1.63755 -0.24494 -3.64284 0.00
H -1.98401 1.48776 -3.47475 0.00
H -0.72032 0.75626 -2.46837 0.00
C 3.29949 0.14555 -5.88097 0.00
H 3.26451 -0.75735 -6.50207 0.00
H 3.80062 -0.08617 -4.93832 0.00
H 3.94002 0.86098 -6.41886 0.00
C -4.66155 3.13502 4.31812 0.00
C -3.36261 3.47485 3.91531 0.00
C -2.55239 2.52022 3.28332 0.00
C -3.03684 1.22138 3.09377 0.00
C -4.34141 0.88176 3.46513 0.00
C -5.15057 1.84214 4.09090 0.00
Sb -1.63725 -0.27400 2.36491 0.02
C -0.66928 -0.45144 4.34691 0.00
C 0.68629 -0.78476 4.42734 -0.02
C 1.30303 -1.00735 5.66259 0.00
C 0.58135 -0.79943 6.84470 0.00
C -0.75884 -0.40534 6.77234 0.00
C -1.39358 -0.25477 5.52708 0.00
C -2.96730 -1.99074 2.35662 0.00
C -3.04371 -2.82419 3.46954 0.00
C -3.98420 -3.86431 3.50051 0.00
C -4.82146 -4.08456 2.39650 0.00
C -4.70120 -3.27867 1.25973 0.00
C -3.76778 -2.23390 1.22944 0.00
H -5.29189 3.88097 4.80567 0.00
H -2.97401 4.48017 4.09047 0.00
H -1.54172 2.79475 2.96791 0.00
H -4.73239 -0.12303 3.28899 0.00
H -6.16169 1.57106 4.40129 0.00
H 1.28363 -0.92541 3.52775 0.01
H 2.33827 -1.35061 5.68616 0.00
H 1.06849 -0.94579 7.81120 0.00
H -1.32792 -0.22512 7.68778 0.00
H -2.45142 0.01210 5.49631 0.00
H -2.38153 -2.67515 4.32759 0.00
H -4.06013 -4.49402 4.38727 0.00
H -5.56176 -4.88706 2.42679 0.00
H -5.33871 -3.45827 0.38822 0.00
H -3.67628 -1.61252 0.33665 0.00
```

Values from the calculation:
DFT total energy	-2280.77803	hartree
net charge	-1
multiplicity	6

---

(2)
This record from OMol25 describes a structure of composition C46H48N3SbY. The level of theory is the ωB97M-V functional and the def2-TZVPD basis.

Geometry as XYZ:
```
99
Properties=species:S:1:pos:R:3:lowdin_charge:R:1
Y 0.61131 -0.30137 -0.73551 1.16
N -1.21994 5.38891 -0.67559 0.08
N 2.66718 0.49188 -1.56382 -0.11
C -0.37786 -2.38761 -1.83169 -0.36
C -0.66953 -1.28934 -2.72712 -0.35
C -1.82287 -0.61507 -2.22430 -0.27
C -2.66667 0.38717 -2.93537 -0.04
H -2.55670 0.32045 -4.03270 0.08
H -2.40292 1.40948 -2.62906 0.02
H -3.73832 0.26620 -2.69516 0.08
C -2.24980 -1.27267 -1.04373 -0.28
C -3.53250 -0.99657 -0.34389 -0.05
H -4.41839 -1.42968 -0.85507 0.09
H -3.71078 0.08851 -0.25941 0.06
H -3.53153 -1.40500 0.67745 0.06
C -1.35040 -2.33290 -0.77553 -0.31
C -1.58032 -3.36198 0.26601 -0.06
H -1.38885 -2.97541 1.27944 0.05
H -0.93749 -4.23842 0.12233 0.07
H -2.62518 -3.71795 0.25070 0.08
C -0.07857 -1.07301 -4.07785 -0.06
H -0.81202 -1.31102 -4.87285 0.08
H 0.80394 -1.71229 -4.24415 0.06
H 0.23208 -0.02399 -4.22851 0.08
C 0.43546 -3.59065 -2.16249 -0.06
H 0.78419 -4.10411 -1.25550 0.07
H 1.32763 -3.34223 -2.75266 0.06
H -0.15432 -4.32231 -2.74835 0.09
C -0.58772 6.15141 0.19619 -0.19
H -1.02674 7.11469 0.49013 0.09
C 0.62890 5.79141 0.81891 -0.13
H 1.02107 6.39731 1.61818 0.07
C 1.20466 4.56908 0.47096 -0.13
H 2.07196 4.17298 1.01625 0.10
C 0.62214 3.80456 -0.50905 -0.08
H 1.06601 2.85795 -0.84248 0.06
C -0.64758 4.20251 -1.09083 -0.41
C -1.44393 3.32592 -1.86428 -0.05
H -0.90735 2.89806 -2.74761 0.02
C 2.76703 -0.83668 -1.39197 -0.32
C 3.74120 0.91981 -2.39986 -0.12
H 3.87514 1.94102 -2.67869 0.08
C 4.48892 -0.17053 -2.71425 -0.08
H 5.39104 -0.25571 -3.32032 0.11
N 3.93161 -1.25909 -2.01623 -0.05
C 4.30545 -2.61438 -2.09727 -0.14
C 4.45766 -3.23114 -3.35048 -0.19
C 4.55959 -4.63707 -3.37689 -0.01
H 4.69459 -5.13309 -4.33559 0.11
C 4.44152 -5.40400 -2.21926 -0.28
C 4.60992 -6.89643 -2.21101 -0.06
H 3.97597 -7.34510 -1.44134 0.07
H 5.64371 -7.17511 -1.98138 0.08
H 4.35052 -7.33264 -3.17336 0.07
C 4.13432 -4.75652 -1.02494 -0.01
H 3.90685 -5.33257 -0.13016 0.12
C 4.08085 -3.36573 -0.94436 -0.20
C 3.59902 -2.69616 0.29677 -0.09
H 3.98731 -1.67811 0.45281 0.08
H 3.91907 -3.27764 1.16369 0.07
H 2.48939 -2.70814 0.32439 0.05
C 4.29758 -2.46581 -4.62520 -0.05
H 5.11443 -1.75290 -4.81026 0.07
H 3.34704 -1.90070 -4.64434 0.09
H 4.27135 -3.16419 -5.47382 0.08
C -3.54124 -1.11607 5.81057 -0.11
C -3.43711 -1.79459 4.59025 -0.09
C -2.68576 -1.24728 3.53617 -0.13
C -2.06614 -0.00060 3.69010 -0.36
C -2.06238 0.60894 4.94831 -0.13
C -2.83192 0.07707 5.99636 -0.09
Sb -1.17667 1.02477 1.92871 1.44
C -3.03314 2.09587 1.30301 -0.37
C -3.10064 2.61244 0.01946 -0.22
C -4.15949 3.41315 -0.37738 -0.08
C -5.23200 3.67325 0.50530 -0.09
C -5.18022 3.12435 1.79050 -0.12
C -4.09031 2.33964 2.20129 -0.14
C -0.30213 2.72350 3.04879 -0.39
C -0.90473 3.96148 3.28200 -0.11
C -0.28425 4.89451 4.12767 -0.10
C 0.93236 4.59232 4.75068 -0.10
C 1.55226 3.36702 4.47683 -0.10
C 0.94483 2.44819 3.61303 -0.17
H -4.15667 -1.52146 6.61659 0.09
H -3.93917 -2.75548 4.45642 0.10
H -2.59533 -1.80392 2.60076 0.06
H -1.46757 1.50632 5.13183 0.09
H -2.87104 0.59802 6.95383 0.10
H -2.24384 2.46873 -0.77513 0.01
H -4.12083 3.84746 -1.38117 0.10
H -6.06823 4.29455 0.18353 0.09
H -5.98478 3.31407 2.49695 0.09
H -4.05487 1.93135 3.22594 0.09
H -1.85690 4.22490 2.81161 0.10
H -0.75244 5.86640 4.29965 0.10
H 1.39623 5.30498 5.43370 0.09
H 2.50804 3.12059 4.94097 0.10
H 1.44674 1.49925 3.40422 0.08
```

Values from the calculation:
DFT total energy	-2224.34003	hartree
net charge	-1